## i
The following is a quantum chemistry calculation of C3H3NO3 in the gas phase, from OMol25.

The HOMO-LUMO gap comes out at 9.0 eV. As for the SMILES: O=C=CN(O)C=O. The HOMO energy comes out at -9.208 eV. As for the LUMO energy: -0.0068 hartree.

Structure (ORCA input):
```
! wB97M-V def2-TZVPD RIJCOSX def2/J DEFGRID3
* xyz 0 1
C -1.21554 -1.21750 0.20952
C -0.43591 1.24463 -0.07175
C -0.04723 -0.92426 -0.35327
O 1.68851 0.09610 0.74580
N 0.73693 0.18178 -0.30655
O -2.30204 -1.56787 0.45550
O -1.41231 1.55042 -0.72023
H 2.48061 0.43531 0.29485
H 0.06797 1.95527 0.60390
H 0.43902 -1.75390 -0.85777
*
```

## ii
The following is a quantum chemistry calculation of C3H3NO3 in the gas phase, from OMol25.

The HOMO-LUMO gap comes out at 10.9 eV. As for the SMILES: O=C1COC=NO1. The HOMO energy comes out at -10.445 eV. As for the LUMO energy: 0.0168 hartree.

Structure (ORCA input):
```
! wB97M-V def2-TZVPD RIJCOSX def2/J DEFGRID3
* xyz 0 1
C -1.18481 -0.27939 -0.07265
C -0.40953 0.98625 -0.00695
C 1.54859 -0.43145 -0.04913
H -0.85453 1.71127 -0.65795
H -0.71288 1.18437 1.12847
H 2.60316 -0.61115 -0.31653
N 0.90131 -1.54965 -0.04287
O -2.39183 -0.37331 -0.09155
O 1.04650 0.82570 0.00825
O -0.54599 -1.46264 0.10090
*
```

## iii
The following is a quantum chemistry calculation of C3H3NO3 in the gas phase, from OMol25.

The HOMO-LUMO gap comes out at 10.1 eV. As for the SMILES: O=C1C=NOCO1. The HOMO energy comes out at -10.761 eV. As for the LUMO energy: -0.0227 hartree.

Structure (ORCA input):
```
! wB97M-V def2-TZVPD RIJCOSX def2/J DEFGRID3
* xyz 0 1
C 0.17788 -1.27400 -0.31052
C -0.01645 1.06868 -0.80079
C 0.08269 -0.70185 1.07289
H 0.39072 1.59279 -1.49117
H -1.16704 1.11862 -0.66373
H -0.72999 -1.07777 2.03256
N 0.18679 0.54978 1.49833
O 0.05177 -2.42545 -0.60424
O 0.43728 -0.35047 -1.15333
O 0.58636 1.49967 0.42000
*
```

## iv
The following is a quantum chemistry calculation of C3H3NO3 in the gas phase, from OMol25.

The HOMO-LUMO gap (spin up / spin down) comes out at 7.6 / 7.3 eV. The HOMO energy (spin up / spin down) comes out at -8.354 / -8.162 eV. As for the LUMO energy (spin up / spin down): -0.0276 / -0.0310 hartree.

Structure (ORCA input):
```
! wB97M-V def2-TZVPD RIJCOSX def2/J DEFGRID3
* xyz 0 1
C 0.84109 -1.24175 0.06003
C 0.62779 0.98222 -0.03431
C -1.31105 -0.18650 -0.29561
N 1.42661 -0.08974 -0.04709
O 2.63493 0.04435 0.02079
O -0.74863 0.93711 0.01420
O -2.51893 -0.43680 0.06437
H 1.28187 -2.29507 -0.16936
H 0.84766 2.05771 -0.10053
H -3.08134 0.22846 0.48750
*
```

Which one sits at the top of the stability order? ii does.

## i
The following is a quantum chemistry calculation of C3H10N2O in the gas phase, from OMol25.

The HOMO-LUMO gap comes out at 9.8 eV. As for the SMILES: NCCNCO. The HOMO energy comes out at -8.779 eV. As for the LUMO energy: 0.0381 hartree.

Structure (ORCA input):
```
! wB97M-V def2-TZVPD RIJCOSX def2/J DEFGRID3
* xyz 0 1
C -0.86277 0.26050 0.37637
N 0.33579 -0.41484 -0.03140
C 1.01488 -1.06923 1.06300
O 2.18247 -1.72649 0.65157
C -1.23889 1.55393 -0.27662
N -1.29419 1.41494 -1.74831
H -0.85263 0.39743 1.46026
H -1.74750 -0.39848 0.19308
H 0.36183 -1.00264 -0.85035
H 1.24175 -0.36256 1.87848
H 0.38798 -1.83115 1.54456
H 2.67065 -1.11140 0.08320
H -2.18428 1.93871 0.11294
H -0.47705 2.29953 0.00161
H -2.04904 2.00163 -2.10675
H -1.68708 0.48906 -1.92688
*
```

## ii
The following is a quantum chemistry calculation of a molecular structure, C3H10N2O, from OMol25.

The HOMO-LUMO gap comes out at 9.0 eV. The HOMO energy comes out at -8.581 eV. As for the LUMO energy: 0.0156 hartree.

Structure (ORCA input):
```
! wB97M-V def2-TZVPD RIJCOSX def2/J DEFGRID3
* xyz 0 1
N 0.43463 0.28279 1.24890
C 2.08554 -0.76516 0.81996
O 1.89583 -1.65042 -0.05309
H -0.22914 -0.48871 1.18764
H 0.83683 0.29473 2.17852
H 2.57557 0.16289 0.44962
H 2.31646 -1.01772 1.88177
C -2.11519 0.08409 -1.18149
C 0.24312 0.54449 -0.63691
N -1.10364 0.99098 -0.56889
H -3.04071 0.63048 -1.39426
H -2.31661 -0.77870 -0.52130
H -1.67910 -0.30061 -2.12743
H 0.37970 -0.52269 -0.98561
H 1.08511 1.23545 -0.64210
H -1.36842 1.29812 0.34468
*
```

## iii
The following is a quantum chemistry calculation of C3H10N2O in the gas phase, from OMol25.

The HOMO-LUMO gap comes out at 8.2 eV. The HOMO energy comes out at -7.359 eV. As for the LUMO energy: 0.0298 hartree.

Structure (ORCA input):
```
! wB97M-V def2-TZVPD RIJCOSX def2/J DEFGRID3
* xyz 0 1
C -0.49467 0.02404 0.15422
C -0.56842 -1.14611 -0.80947
C 1.86853 -0.25733 0.68151
N 0.68738 0.56861 0.58745
N -0.98212 1.53134 -0.63971
O -1.45334 -0.20486 1.17114
H -1.09788 0.26319 1.94208
H 0.00035 1.81739 -0.14739
H -1.92507 1.73875 -0.31830
H -0.92739 1.41649 -1.64810
H 0.03309 -0.94532 -1.69821
H -0.17815 -2.03884 -0.32073
H -1.60188 -1.35057 -1.09578
H 2.23838 -0.60074 -0.29863
H 2.67401 0.33184 1.12592
H 1.72719 -1.14788 1.31398
*
```

## iv
The following is a quantum chemistry calculation of C3H10N2O in the gas phase, from OMol25.

The HOMO-LUMO gap comes out at 9.4 eV. As for the SMILES: NCCNCO. The HOMO energy comes out at -8.228 eV. As for the LUMO energy: 0.0416 hartree.

Structure (ORCA input):
```
! wB97M-V def2-TZVPD RIJCOSX def2/J DEFGRID3
* xyz 0 1
C 0.24406 -0.80898 1.04496
N 0.46866 0.50565 0.44130
C -0.57889 1.48851 0.20916
O 0.05007 2.60329 -0.34994
C -0.48450 -1.70376 -0.01521
N 0.32167 -1.95054 -1.17741
H -0.51251 -0.72425 1.82924
H 1.14313 -1.33409 1.35722
H 1.37936 0.89084 0.57896
H -1.34892 1.07682 -0.45234
H -1.03067 1.84607 1.13496
H 0.37291 2.54594 -1.24791
H -0.79136 -2.63588 0.45910
H -1.35665 -1.08986 -0.29357
H -0.15308 -2.47516 -1.89112
H 1.30360 -2.12928 -1.10381
*
```

Which one sits at the top of the stability order? i does.

## i
The following is a quantum chemistry calculation of a molecular structure, C3H10N2O, from OMol25.

The HOMO-LUMO gap comes out at 9.6 eV. The HOMO energy comes out at -8.760 eV. As for the LUMO energy: 0.0299 hartree.

Structure (ORCA input):
```
! wB97M-V def2-TZVPD RIJCOSX def2/J DEFGRID3
* xyz 0 1
C -1.84646 -0.50134 0.35456
O -0.57896 -1.05014 -0.01641
C -1.90983 0.93046 -0.14315
H -1.99284 -0.52752 1.43576
H -2.54472 -1.17346 -0.14171
H -1.94716 0.89384 -1.23772
H -0.92245 1.37073 -0.01977
H -2.74170 1.45173 0.33143
N 2.32048 0.36075 -0.90059
C 2.24719 -0.59257 0.04845
N 1.49452 -0.45987 1.10300
H 1.92178 1.26370 -0.71143
H 2.42448 0.18178 -1.88598
H 2.49104 -1.62031 -0.22723
H 0.32906 -1.01005 0.62271
H 1.25555 0.48226 1.38808
*
```

## ii
The following is a quantum chemistry calculation of 2 unconnected molecules or ions with the total composition C3H10N2O, from OMol25.

The HOMO-LUMO gap comes out at 9.9 eV. As for the SMILES: C=CO.NCN. The HOMO energy comes out at -9.451 eV. As for the LUMO energy: 0.0180 hartree.

Structure (ORCA input):
```
! wB97M-V def2-TZVPD RIJCOSX def2/J DEFGRID3
* xyz 0 1
C 1.41353 2.00480 -2.67932
C 0.79747 1.00550 -2.07509
O -0.29566 1.27383 -1.16700
H 2.46442 1.91957 -2.89260
H 0.90259 2.83065 -3.15303
H 1.22846 0.09506 -1.67055
H 0.04749 1.57683 -0.33310
N -0.74039 -0.34279 2.43078
C -0.44055 -1.64527 1.78940
N -1.24945 -1.98393 0.65448
H -1.04158 0.33748 1.72582
H 0.14086 0.11797 2.64837
H -0.46707 -2.44261 2.53743
H 0.57566 -1.58232 1.38159
H -1.11368 -1.33889 -0.11944
H -2.22210 -1.82590 0.92226
*
```

## iii
The following is a quantum chemistry calculation of 2 unconnected molecules or ions with the total composition C3H10N2O, from OMol25.

The HOMO-LUMO gap comes out at 10.5 eV. As for the SMILES: CN(N)O.C=C. The HOMO energy comes out at -9.587 eV. As for the LUMO energy: 0.0331 hartree.

Structure (ORCA input):
```
! wB97M-V def2-TZVPD RIJCOSX def2/J DEFGRID3
* xyz 0 1
C 1.83672 0.55281 0.88498
N 1.06674 -0.12920 -0.13043
N 1.28137 -1.49729 -0.06208
O 1.37875 0.40724 -1.41294
H 2.34288 0.39807 -1.55830
H 2.23008 -1.78102 -0.32980
H 0.60450 -1.97586 -0.64520
H 2.92047 0.39316 0.76842
H 1.52057 0.16694 1.85016
H 1.61531 1.61578 0.82356
C -2.33447 0.04560 0.35462
C -3.26354 0.57068 -0.41679
H -3.01593 1.09702 -1.32418
H -2.58375 -0.48102 1.26242
H -1.28522 0.11466 0.11846
H -4.31447 0.50242 -0.18290
*
```

Which one sits at the top of the stability order? i does.

## i
The following is a quantum chemistry calculation of 2 unconnected molecules or ions with the total composition C3H10N2O, from OMol25.

The HOMO-LUMO gap comes out at 8.8 eV. As for the SMILES: C=CN.NCO. The HOMO energy comes out at -8.049 eV. As for the LUMO energy: 0.0263 hartree.

Structure (ORCA input):
```
! wB97M-V def2-TZVPD RIJCOSX def2/J DEFGRID3
* xyz 0 1
C 0.79435 -1.38257 0.74932
C 0.44261 -2.60536 0.30469
N 0.19561 -0.75936 1.81429
H 1.75568 -0.99641 0.41680
H 0.58363 -2.88248 -0.73029
H -0.19020 -3.22655 0.93017
H 0.73588 2.34206 0.20046
H 0.51597 0.14034 2.12617
H -0.80997 -0.77035 1.77599
N -0.49267 0.75164 -1.71082
C -0.79956 1.92230 -0.93513
O -0.15847 2.01802 0.34783
H 0.49800 0.75066 -1.93114
H -0.65191 -0.07108 -1.13508
H -0.54966 2.82663 -1.49352
H -1.86928 1.94253 -0.72975
*
```

## ii
The following is a quantum chemistry calculation of C3H10N2O in the gas phase, from OMol25.

The HOMO-LUMO gap comes out at 9.9 eV. As for the SMILES: NCC[C@@H](N)O. The HOMO energy comes out at -9.037 eV. As for the LUMO energy: 0.0324 hartree.

Structure (ORCA input):
```
! wB97M-V def2-TZVPD RIJCOSX def2/J DEFGRID3
* xyz 0 1
C -0.00280 -0.69410 -0.64165
C 0.78893 -0.10598 0.48083
C -0.08053 1.12806 1.10638
N -0.26781 0.17104 -1.73434
N -1.48828 0.91270 1.34645
O 1.04448 -1.66728 -1.27855
H 1.47316 -2.23913 -0.62231
H -0.88327 -1.24827 -0.30913
H 0.65850 0.37187 -2.13420
H -0.76023 -0.35222 -2.45457
H -1.65942 0.03319 1.82359
H -1.97565 0.87450 0.44856
H 1.75426 0.28515 0.14980
H 0.93454 -0.83816 1.28039
H 0.04888 2.01720 0.48306
H 0.41523 1.35143 2.05570
*
```

## iii
The following is a quantum chemistry calculation of 2 unconnected molecules or ions with the total composition C3H10N2O, from OMol25.

The HOMO-LUMO gap comes out at 9.4 eV. As for the SMILES: [H]/N=C/NCC.O. The HOMO energy comes out at -8.852 eV. As for the LUMO energy: 0.0215 hartree.

Structure (ORCA input):
```
! wB97M-V def2-TZVPD RIJCOSX def2/J DEFGRID3
* xyz 0 1
C 1.83020 0.16137 1.67898
C 0.81304 1.11810 0.91032
N -0.62315 0.61864 0.84722
C -1.09174 -0.69201 0.49345
N -2.03272 -1.43326 1.01172
H 1.66270 0.16153 2.74942
H 1.83696 -0.88502 1.30462
H 2.93732 0.36404 1.41145
H 1.30689 1.37484 -0.07012
H 0.96516 2.10885 1.42333
H -1.07050 0.95728 1.70515
H -0.27844 -1.25341 -0.20536
H -2.61479 -1.85532 0.21059
H 0.59900 0.02299 -3.06760
H 0.32902 -0.66599 -4.46148
O 0.45111 0.23097 -4.06364
*
```

Which one sits at the top of the stability order? ii does.